# 1
Here is C6H6 as an isolated structure from the Open Molecules 2025 dataset. Energies are from wB97M-V/def2-TZVPD.

XYZ file:
```
12
Properties=species:S:1:pos:R:3:mulliken_charge:R:1
C 0.68 -0.57 1.18 -0.01
C 1.25 -1.67 1.46 -0.34
C -0.48 0.34 1.54 -0.43
C -0.66 1.12 0.43 -0.42
C 0.50 0.30 -0.18 0.24
C 0.00 -0.46 -1.36 -1.23
H -1.12 0.22 2.40 0.41
H -1.33 1.77 -0.22 0.35
H 1.46 0.81 -0.41 0.41
H -0.88 -0.96 -1.05 0.36
H 0.87 -1.15 -1.68 0.31
H -0.30 0.25 -2.11 0.36
```

Values from the calculation:
energy relative to the best compared isomer or geometry (same formula, charge and spin)	6.433	eV
charge	0
LUMO energy	-0.48	eV
largest force on an atom	3.719	eV/Å

---

# 2
Here is the molecule C24H33IN2O4P2S3 from the Open Molecules 2025 dataset. Energies are from wB97M-V/def2-TZVPD.

XYZ file:
```
69
Properties=species:S:1:pos:R:3:mulliken_charge:R:1
C 3.99 -4.26 2.14 -1.19
C 2.72 -3.41 2.29 -0.74
P 3.06 -1.60 2.33 -0.09
C 1.44 -0.93 2.88 -0.57
C 3.36 -1.11 0.53 1.16
P 2.54 -2.28 -0.67 0.15
N 0.97 -2.35 -0.62 -0.72
O 4.77 -1.50 0.37 -0.25
S 5.81 -0.31 0.50 1.28
O 6.59 -0.33 -0.68 -0.63
O 6.44 -0.28 1.76 -0.61
O 4.72 0.85 0.47 -0.42
C 3.38 0.40 0.14 0.67
C 3.24 0.62 -1.38 -1.70
C 3.55 2.02 -1.86 -0.78
C 3.36 2.07 -3.39 -1.24
I 1.46 2.91 -3.93 0.01
C 2.46 1.38 0.86 -2.38
C 1.03 1.49 0.30 0.02
C 0.05 2.02 1.34 -0.98
S -1.58 2.41 0.69 -0.13
C -2.40 0.91 0.47 -0.03
S -1.84 -0.56 0.86 -0.08
N -3.68 1.19 -0.11 0.47
C -4.82 0.97 0.74 0.91
C -4.73 0.78 2.11 -0.29
C -5.87 0.63 2.90 -0.94
C -7.13 0.69 2.31 -0.38
C -7.24 0.88 0.94 -0.77
C -6.09 1.03 0.16 -0.25
C -3.80 0.67 -1.46 -0.78
C -3.75 1.60 -2.49 -0.09
C -3.88 1.19 -3.81 -0.73
C -4.07 -0.15 -4.11 -0.37
C -4.12 -1.07 -3.07 -0.91
C -3.99 -0.67 -1.75 0.14
H 3.92 -5.11 2.81 0.40
H 4.89 -3.72 2.43 0.31
H 4.11 -4.67 1.15 0.29
H 2.31 -3.59 3.27 0.48
H 1.94 -3.68 1.58 0.55
H 0.79 -0.71 2.03 -0.34
H 0.92 -1.63 3.52 0.56
H 1.60 -0.01 3.42 0.45
H 3.20 -3.48 -0.37 0.08
H 3.03 -1.99 -1.95 0.11
H 0.60 -1.71 0.07 0.15
H 3.93 -0.06 -1.89 1.05
H 2.24 0.33 -1.71 0.38
H 4.57 2.30 -1.67 0.27
H 2.90 2.77 -1.42 0.45
H 3.36 1.09 -3.83 0.44
H 4.13 2.65 -3.87 0.54
H 2.49 1.27 1.94 0.83
H 2.92 2.35 0.67 0.70
H 1.03 2.21 -0.51 0.44
H 0.67 0.56 -0.11 0.16
H -0.04 1.39 2.22 0.28
H 0.41 2.98 1.68 0.57
H -3.77 0.73 2.60 0.36
H -5.78 0.47 3.96 0.39
H -8.01 0.59 2.91 0.39
H -8.20 0.93 0.46 0.39
H -6.22 1.19 -0.89 0.40
H -3.61 2.64 -2.25 0.44
H -3.85 1.94 -4.60 0.42
H -4.18 -0.44 -5.14 0.41
H -4.26 -2.11 -3.31 0.39
H -4.04 -1.40 -0.96 0.48
```

Values from the calculation:
charge	0
LUMO energy	-0.48	eV
largest force on an atom	1.170	eV/Å

---

# 3
Here is a 2-piece molecular cluster, C10H13O2 overall from the Open Molecules 2025 dataset. Energies are from wB97M-V/def2-TZVPD.

XYZ file:
```
25
Properties=species:S:1:pos:R:3:mulliken_charge:R:1
C 0.50 3.16 -0.53 -0.28
C -0.04 2.75 0.87 -0.74
C 1.58 2.17 -1.01 0.38
O 2.04 1.33 -0.17 -0.72
O 2.03 2.36 -2.15 -0.75
H -0.42 3.17 -1.17 0.21
H 1.02 4.13 -0.40 0.24
H 0.51 1.88 1.22 0.13
H -1.13 2.48 0.97 0.26
H 0.12 3.51 1.63 0.26
C -2.04 -2.73 -1.53 -1.23
C -0.12 -1.53 -0.44 -0.07
C -1.36 -2.16 -0.29 0.66
C 0.67 -1.15 0.60 -0.83
C -1.91 -2.31 0.97 -0.17
C 0.09 -1.37 1.86 -0.12
C -1.16 -1.92 2.11 -0.66
H 0.23 -1.27 -1.47 0.18
H 1.60 -0.56 0.57 0.41
H -1.91 -3.82 -1.39 0.26
H -1.50 -2.38 -2.41 0.34
H -2.94 -2.53 1.26 0.27
H 0.64 -1.11 2.76 0.34
H -1.64 -1.80 3.09 0.30
H -3.11 -2.51 -1.55 0.31
```

Values from the calculation:
energy relative to the best compared isomer or geometry (same formula, charge and spin)	0.832	eV
charge	-1
LUMO energy	3.30	eV
largest force on an atom	2.179	eV/Å

---

# 4
Here is a 2-piece molecular cluster, C19H23FN3O3PS overall from the Open Molecules 2025 dataset. Energies are from wB97M-V/def2-TZVPD.

XYZ file:
```
51
Properties=species:S:1:pos:R:3:mulliken_charge:R:1
C -4.77 3.41 -1.77 -1.03
C -3.77 4.16 -0.80 -0.24
C -2.58 4.88 -1.54 -1.05
C -1.71 3.86 -2.42 -0.23
N -0.95 3.04 -1.47 -0.29
C -0.68 1.70 -1.90 0.29
C -1.02 1.09 -3.17 -0.45
C -0.74 -0.30 -3.50 -0.92
C -0.08 -1.11 -2.49 -0.42
C 0.33 -0.56 -1.18 -0.14
C 0.02 0.83 -0.92 0.74
S 0.53 1.54 0.68 -0.29
C 0.59 0.07 1.74 0.75
C 0.42 0.29 3.18 -0.82
C 0.43 -0.88 4.06 0.31
P 0.19 -0.59 5.87 0.28
N 0.81 -1.73 6.79 -0.70
C 0.64 -2.18 3.44 -0.59
C 0.82 -2.40 2.01 -0.43
C 0.81 -1.22 1.11 0.03
N 1.03 -1.48 -0.29 -0.07
H -4.64 3.80 -2.82 0.24
H -5.84 3.44 -1.44 0.32
H -4.44 2.33 -1.83 0.26
H -4.37 4.96 -0.27 0.37
H -3.41 3.47 0.01 0.22
H -1.87 5.24 -0.74 0.34
H -2.88 5.78 -2.13 0.38
H -0.98 4.50 -2.99 0.26
H -2.44 3.32 -3.06 0.16
H -1.36 3.01 -0.54 0.24
H -1.56 1.71 -3.93 0.24
H -1.05 -0.71 -4.48 0.35
H 0.12 -2.18 -2.75 0.36
H 0.29 1.35 3.53 0.23
H -1.23 -0.44 6.05 0.10
H 0.73 0.70 6.18 0.07
H 0.02 -2.13 7.31 0.23
H 0.62 -3.07 4.10 0.38
H 0.96 -3.42 1.60 0.32
H 2.03 -1.42 -0.53 0.13
O 4.40 -1.61 -0.64 -0.53
C 4.23 -2.79 -0.75 0.69
O 3.49 -3.54 0.11 -0.19
C 3.43 -4.85 -0.45 -0.43
C 4.65 -4.88 -1.32 0.26
F 4.46 -5.67 -2.40 -0.29
O 4.77 -3.54 -1.75 -0.31
H 2.51 -4.97 -1.01 0.28
H 3.46 -5.61 0.34 0.28
H 5.57 -5.19 -0.80 0.31
```

Values from the calculation:
charge	0
LUMO energy	0.38	eV
largest force on an atom	3.325	eV/Å

---

# 5
Here is the molecule C5H9NO4 from the Open Molecules 2025 dataset. Energies are from wB97M-V/def2-TZVPD.

XYZ file:
```
19
Properties=species:S:1:pos:R:3:mulliken_charge:R:1
C 2.65 -1.29 0.45 -0.79
N 1.36 -1.32 -0.26 -0.23
C 0.50 -0.28 -0.15 -0.06
O 1.08 1.02 0.05 -0.41
C 0.30 2.23 -0.12 -0.67
C -0.85 -0.44 -0.22 0.66
O -1.27 -1.74 -0.64 -0.56
O -1.79 0.59 -0.31 -0.28
C -3.09 0.53 0.09 0.20
O -3.75 -0.40 0.45 -0.49
H 2.87 -2.26 0.90 0.33
H 3.49 -0.93 -0.32 0.21
H 2.69 -0.49 1.18 0.27
H 0.87 -2.16 -0.21 0.29
H -0.75 2.13 0.24 0.24
H 0.19 2.26 -1.17 0.32
H 1.06 2.85 0.32 0.28
H -2.18 -1.92 -0.34 0.35
H -3.39 1.63 0.08 0.32
```

Values from the calculation:
energy relative to the best compared isomer or geometry (same formula, charge and spin)	4.159	eV
charge	0
LUMO energy	0.81	eV
largest force on an atom	4.035	eV/Å

---

# 6
Here is CuH14O7 as an isolated structure from the Open Molecules 2025 dataset. Energies are from wB97M-V/def2-TZVPD.

XYZ file:
```
22
Properties=species:S:1:pos:R:3:mulliken_charge:R:1
Cu -0.18 -0.22 -0.29 0.61
O 1.16 2.63 1.63 -0.62
H 1.14 1.77 1.20 0.41
H 1.29 3.25 0.91 0.30
O -2.43 -1.22 -0.73 -0.50
H -3.36 -1.18 -0.51 0.27
H -2.38 -1.85 -1.45 0.29
O -0.97 0.03 1.90 -0.48
H -0.98 -0.47 2.71 0.26
H -1.24 0.91 2.14 0.30
O 1.99 0.26 0.69 -0.59
H 2.04 -0.04 1.60 0.30
H 2.77 -0.12 0.27 0.25
O 0.31 -2.56 0.12 -0.50
H -0.09 -3.06 0.83 0.28
H 1.17 -2.97 0.00 0.28
O -0.81 2.11 -0.72 -0.46
H -0.49 2.94 -0.37 0.26
H -1.36 2.36 -1.47 0.26
O 0.73 -0.68 -2.48 -0.50
H 0.11 -0.89 -3.17 0.29
H 1.57 -1.00 -2.81 0.28
```

Values from the calculation:
energy relative to the best compared isomer or geometry (same formula, charge and spin)	0.201	eV
charge	+1
LUMO energy	-3.22	eV
largest force on an atom	0.800	eV/Å

---

# 7
Here is the molecule C13H21Cl2N3O5P2S3 from the Open Molecules 2025 dataset. Energies are from wB97M-V/def2-TZVPD.

XYZ file:
```
49
Properties=species:S:1:pos:R:3:mulliken_charge:R:1
N 0.42 -1.49 1.84 -0.68
P -0.93 -1.03 1.17 0.31
C -0.91 -1.11 -0.69 1.85
C -2.34 -1.04 -1.27 -1.97
C -3.02 0.33 -1.21 0.04
C -3.92 0.54 0.04 -0.73
C -3.65 1.82 0.83 -0.66
S -3.61 3.31 -0.16 1.00
O -4.12 4.42 0.57 -0.57
O -4.17 3.09 -1.45 -0.52
Cl -1.58 3.62 -0.42 -0.15
C -0.01 0.06 -1.16 -1.68
C 1.36 -0.36 -1.69 -0.65
C 2.05 0.93 -2.25 -0.90
S 3.75 1.21 -1.66 -0.08
C 3.46 2.09 -0.12 -0.01
S 2.72 3.51 -0.06 -0.14
N 3.94 1.44 1.04 0.26
C 5.05 1.67 1.82 -0.15
C 4.96 0.74 2.78 -0.56
N 3.87 -0.07 2.62 -0.64
C 3.29 0.37 1.56 0.73
O -0.27 -2.32 -1.20 -0.22
C -0.50 -3.47 -0.51 0.63
O -1.58 -3.86 -0.15 -0.47
P 1.08 -4.52 -0.26 0.12
O 1.41 -4.33 1.31 -0.41
Cl 0.28 -6.43 -0.44 -0.26
H 0.77 -0.72 2.40 0.23
H -2.01 -1.85 1.57 0.08
H -1.22 0.31 1.50 0.00
H -2.96 -1.73 -0.70 0.51
H -2.29 -1.46 -2.28 0.47
H -2.35 1.17 -1.36 0.08
H -3.71 0.36 -2.05 0.32
H -4.97 0.47 -0.23 0.38
H -3.74 -0.30 0.72 0.48
H -2.76 1.76 1.45 0.21
H -4.48 1.97 1.53 0.46
H 0.17 0.76 -0.33 0.41
H -0.50 0.64 -1.95 0.52
H 2.00 -0.80 -0.93 0.30
H 1.29 -1.03 -2.54 0.46
H 1.45 1.82 -2.06 0.37
H 2.12 0.85 -3.33 0.39
H 5.77 2.44 1.63 0.41
H 5.64 0.61 3.61 0.42
H 2.39 0.03 1.08 -0.37
H 2.37 -4.41 1.38 0.36
```

Values from the calculation:
charge	0
LUMO energy	-1.28	eV
largest force on an atom	1.747	eV/Å

---

# 8
Here is C11H17BClCrF4N3OS as an isolated structure from the Open Molecules 2025 dataset. Energies are from wB97M-V/def2-TZVPD.

XYZ file:
```
40
Properties=species:S:1:pos:R:3:mulliken_charge:R:1
Cr 0.91 1.00 1.27 0.98
O -0.43 0.05 1.04 -0.88
Cl 1.27 3.07 4.15 -0.26
C 1.81 2.38 2.58 -0.68
H 2.78 1.92 2.79 0.19
H 2.03 3.25 1.95 0.31
S -1.29 1.20 3.89 -0.39
C -2.32 0.18 3.08 0.06
N -3.31 0.65 2.28 -0.16
C -4.03 -0.17 1.32 -0.67
C -3.22 -1.40 0.98 -0.05
C -2.83 -2.11 2.27 -0.66
N -2.21 -1.16 3.18 -0.15
H -3.28 1.65 2.16 0.24
H -4.20 0.43 0.43 0.37
H -5.01 -0.45 1.72 0.29
H -2.30 -1.08 0.48 -0.22
H -3.79 -2.07 0.34 0.45
H -2.11 -2.90 2.06 0.36
H -3.71 -2.56 2.74 0.30
H -1.37 -1.44 3.67 0.25
C 1.23 -0.72 -5.35 -1.35
C 1.19 -0.28 -3.91 1.25
C 2.03 0.71 -3.43 -0.82
C 1.97 1.06 -2.09 -0.44
N 1.12 0.51 -1.23 0.15
C 0.29 -0.44 -1.69 -0.15
C 0.30 -0.86 -3.01 -0.73
H 1.98 -0.16 -5.91 0.33
H 0.26 -0.57 -5.83 0.32
H 1.47 -1.78 -5.43 0.31
H 2.75 1.19 -4.07 0.29
H 2.65 1.80 -1.68 0.38
H -0.38 -0.85 -0.95 0.15
H -0.38 -1.64 -3.32 0.38
F 2.95 1.22 0.47 -0.09
B 4.08 0.29 0.72 0.49
F 4.77 0.20 -0.48 -0.37
F 4.85 0.81 1.74 -0.36
F 3.49 -0.92 1.08 -0.40
```

Values from the calculation:
energy relative to the best compared isomer or geometry (same formula, charge and spin)	1.761	eV
charge	-1
multiplicity	4
LUMO energy (spin up / spin down)	2.57 / 2.56	eV
largest force on an atom	1.901	eV/Å

---

# 9
Here is a 7-piece molecular cluster, C17H24F9N6O2PS overall from the Open Molecules 2025 dataset. Energies are from wB97M-V/def2-TZVPD.

XYZ file:
```
60
Properties=species:S:1:pos:R:3:mulliken_charge:R:1
O -3.31 4.05 -5.83 -0.65
C -2.11 3.87 -5.56 0.72
O -1.17 4.46 -6.14 -0.55
P -1.73 2.66 -4.15 0.08
C -3.34 2.40 -3.27 -0.76
C -3.29 1.61 -1.91 -0.70
C -3.23 2.46 -0.62 0.75
F -4.04 3.58 -0.84 -0.32
F -3.89 1.80 0.39 -0.30
C -1.86 3.05 -0.18 0.63
F -1.43 4.00 -1.06 -0.23
F -2.07 3.74 0.98 -0.25
S -0.43 1.86 0.09 1.31
F 0.58 3.14 0.10 -0.37
F -0.15 1.63 -1.47 -0.28
F -1.36 0.56 0.23 -0.21
F -0.60 2.07 1.71 -0.37
F 0.85 0.93 0.42 -0.32
H -0.73 3.28 -3.37 0.12
H -1.22 1.47 -4.74 0.15
H -3.84 3.40 -3.24 0.43
H -3.96 1.78 -3.97 0.47
H -2.48 0.85 -1.99 0.25
H -4.23 1.01 -1.85 0.47
C 3.68 2.00 2.33 -0.48
C 4.74 1.35 3.09 0.27
N 5.57 0.84 3.70 -0.40
H 2.95 1.28 1.97 0.03
H 3.15 2.74 2.93 0.28
H 4.08 2.52 1.45 0.29
C 0.24 3.80 -10.40 -0.90
C -0.41 3.92 -9.09 0.37
N -0.92 4.00 -8.06 -0.29
H 1.31 3.99 -10.33 0.25
H 0.11 2.81 -10.83 0.25
H -0.17 4.52 -11.11 0.26
C 4.61 -2.25 4.82 -0.44
C 5.03 -3.64 4.99 0.28
N 5.37 -4.73 5.11 -0.40
H 3.68 -2.18 4.25 0.07
H 4.42 -1.78 5.79 0.28
H 5.36 -1.66 4.31 0.24
C 3.56 -7.67 6.44 -0.66
C 2.47 -8.63 6.35 0.30
N 1.61 -9.39 6.29 -0.36
H 3.54 -7.12 7.38 0.26
H 4.53 -8.16 6.37 0.26
H 3.51 -6.94 5.63 0.20
C -0.65 -1.16 2.66 0.07
C 0.41 -1.80 3.43 0.23
N 1.24 -2.31 4.03 -0.38
H -1.39 -1.89 2.31 -0.15
H -1.19 -0.42 3.26 0.32
H -0.26 -0.65 1.78 -0.17
C -3.63 -3.90 1.16 -0.92
C -3.35 -2.70 0.38 0.45
N -3.13 -1.76 -0.24 -0.39
H -3.91 -4.73 0.53 0.32
H -2.75 -4.21 1.74 0.29
H -4.44 -3.73 1.87 0.27
```

Values from the calculation:
charge	0
LUMO energy	-1.08	eV
largest force on an atom	6.126	eV/Å

---

# 10
Here is a 6-piece molecular cluster, C36H59ClFNO18 overall from the Open Molecules 2025 dataset. Energies are from wB97M-V/def2-TZVPD.

XYZ file:
```
116
Properties=species:S:1:pos:R:3:mulliken_charge:R:1
C -3.02 -0.56 -2.62 -0.72
C -2.32 -0.16 -1.22 -0.47
O -0.98 0.41 -1.43 -0.26
C -0.09 -0.72 -1.18 -0.75
C 1.44 -0.44 -1.56 0.22
C 2.47 0.29 -0.64 -0.10
C 3.97 0.50 -1.03 1.03
C 5.04 1.24 -0.10 -0.10
C 4.53 1.52 1.39 -0.37
F 4.32 0.29 2.14 -0.30
C 4.50 -0.03 -2.42 0.27
C 6.01 0.09 -2.92 -0.99
C 7.01 -0.98 -2.19 0.08
C 8.25 -0.26 -1.44 -1.11
Cl 6.13 -2.06 -0.96 -0.16
C 3.44 -0.70 -3.32 -0.94
C 1.96 -0.92 -2.93 -0.38
C 1.25 -1.68 -4.13 0.56
O 0.09 -2.13 -4.28 -0.55
N 2.24 -1.89 -5.21 -0.25
C 3.53 -1.33 -4.77 0.33
O 4.46 -1.40 -5.61 -0.60
H -4.03 -1.10 -2.45 0.38
H -2.33 -1.35 -3.10 0.10
H -3.11 0.39 -3.23 0.25
H -2.21 -1.16 -0.64 0.30
H -2.98 0.51 -0.56 0.35
H -0.44 -1.57 -1.88 0.41
H -0.14 -1.01 -0.08 0.37
H 2.15 0.68 0.39 0.19
H 5.39 2.25 -0.54 0.32
H 6.01 0.62 0.00 -0.02
H 3.57 2.15 1.33 0.20
H 5.33 2.10 1.99 0.31
H 6.00 -0.23 -4.03 0.32
H 6.42 1.16 -2.84 0.36
H 7.48 -1.70 -2.95 0.45
H 8.10 0.88 -1.34 0.28
H 8.41 -0.64 -0.36 0.29
H 9.22 -0.48 -2.01 0.30
H 2.34 -2.86 -5.55 0.29
C -3.97 -2.14 -7.89 -1.15
C -4.43 -2.67 -6.54 -0.10
O -5.48 -1.85 -6.00 -0.29
C -6.69 -2.02 -6.55 0.74
O -6.97 -2.79 -7.44 -0.56
O -7.54 -1.16 -5.95 -0.33
C -8.85 -1.16 -6.52 -0.64
H -3.69 -1.09 -7.81 0.29
H -3.12 -2.72 -8.26 0.36
H -4.77 -2.20 -8.63 0.32
H -3.60 -2.62 -5.84 0.23
H -4.75 -3.71 -6.60 0.31
H -9.27 -2.17 -6.54 0.29
H -8.82 -0.74 -7.53 0.29
H -9.49 -0.54 -5.90 0.22
C 0.20 6.39 2.73 -0.84
C 1.29 6.35 1.68 -0.20
O 1.37 5.06 1.05 -0.33
C 0.41 4.80 0.15 0.64
O -0.49 5.54 -0.17 -0.55
O 0.60 3.55 -0.30 -0.19
C -0.43 3.09 -1.19 -0.22
H 0.34 5.58 3.45 0.29
H 0.21 7.35 3.26 0.37
H -0.78 6.25 2.29 0.06
H 2.26 6.53 2.15 0.31
H 1.16 7.14 0.92 0.29
H -0.57 3.79 -2.02 0.31
H -1.36 2.95 -0.65 0.17
H -0.12 2.14 -1.60 -0.03
C -3.11 6.25 -1.35 -1.02
C -3.57 5.72 0.00 0.38
O -4.62 6.54 0.55 -0.36
C -5.83 6.37 0.01 0.75
O -6.11 5.61 -0.89 -0.55
O -6.68 7.22 0.61 -0.35
C -7.99 7.23 0.05 -0.63
H -2.83 7.30 -1.27 0.26
H -2.27 5.68 -1.72 0.20
H -3.92 6.20 -2.09 0.42
H -2.74 5.76 0.70 -0.16
H -3.89 4.68 -0.07 0.26
H -8.41 6.22 0.02 0.29
H -7.96 7.66 -0.96 0.29
H -8.62 7.85 0.68 0.22
C 1.04 -3.22 4.49 -0.92
C 0.90 -1.73 4.26 -0.22
O -0.34 -1.42 3.61 -0.24
C -1.44 -1.46 4.38 0.67
O -1.47 -1.74 5.56 -0.58
O -2.50 -1.18 3.62 -0.27
C -3.75 -1.30 4.30 -0.67
H 0.91 -3.77 3.55 0.28
H 2.02 -3.46 4.91 0.36
H 0.27 -3.59 5.18 0.20
H 1.69 -1.39 3.60 0.24
H 0.99 -1.17 5.19 0.32
H -3.76 -0.70 5.21 0.30
H -3.96 -2.35 4.52 0.30
H -4.53 -0.93 3.63 0.22
C 6.00 -8.02 7.17 -1.09
C 5.85 -6.53 6.94 -0.19
O 4.62 -6.22 6.29 -0.34
C 3.52 -6.27 7.07 0.75
O 3.50 -6.54 8.24 -0.55
O 2.45 -6.00 6.30 -0.30
C 1.21 -6.12 6.98 -0.71
H 5.88 -8.57 6.24 0.29
H 6.98 -8.25 7.59 0.36
H 5.24 -8.39 7.86 0.31
H 6.65 -6.19 6.28 0.29
H 5.95 -5.96 7.88 0.31
H 1.19 -5.52 7.90 0.33
H 1.01 -7.17 7.21 0.34
H 0.42 -5.76 6.32 0.20
```

Values from the calculation:
charge	0
LUMO energy	-0.96	eV
largest force on an atom	4.173	eV/Å